Formula: C45H39AlBr4ClF18ILi2N2O10
Source: OMol25
Level of theory: ωB97M-V with the def2-TZVPD basis set

Positions of all 123 atoms, in Å:
C: -4.679070 6.023417 -4.046442
C: -3.131354 6.649095 -4.148888
C: -1.998678 5.621548 -3.523693
O: -1.496992 4.812337 -4.646128
C: -1.621224 3.348835 -4.345064
C: -3.082413 2.656704 -3.922204
C: -3.200616 1.027564 -3.568806
I: -5.168088 0.264040 -2.992471
C: -1.814778 0.160628 -3.710425
C: -0.344071 0.831848 -4.137113
C: -0.210875 2.463604 -4.480432
C: 1.215589 3.169139 -4.930423
C: 2.365420 3.069936 -3.728960
C: 2.515496 4.455700 -2.853566
F: 3.496212 5.313780 -3.602011
F: 1.159221 5.084677 -2.742816
C: 3.115086 4.039029 -1.348601
F: 2.104267 3.137641 -0.753810
F: 4.365808 3.246168 -1.581878
C: 3.535469 5.332050 -0.439858
F: 5.031222 5.480293 -0.600988
F: 2.977213 6.612862 -1.015900
C: 3.279811 5.176098 1.172888
F: 4.227787 6.153823 1.829075
F: 3.751843 3.834410 1.568765
C: 1.784443 5.592703 1.688231
F: 0.813747 5.416627 0.570376
F: 1.842010 7.089222 1.906491
C: 1.316740 4.965562 3.120903
F: 2.503687 4.787159 4.041582
F: 0.506988 6.045756 3.801381
C: 0.563964 3.522081 3.077569
F: 0.337985 3.126523 4.519506
F: 1.366665 2.405089 2.496684
C: -0.900993 3.473444 2.364708
F: -1.725828 4.692844 2.479345
F: -1.676264 2.382506 3.066980
F: -0.858213 3.025742 0.922117
C: 0.971526 -0.197330 -4.222226
O: 1.957428 -0.007240 -5.110084
C: 0.981393 -1.428653 -3.095975
C: 2.425936 -1.953434 -2.438718
C: 3.900410 -1.361197 -2.861767
Br: 4.859973 -1.903517 -4.578446
C: 4.573686 -0.408006 -1.932222
C: 3.845764 0.083614 -0.523711
Br: 6.427003 0.238298 -2.488460
C: 2.295392 -3.138192 -1.302521
C: 3.671625 -3.677766 -0.566236
C: 0.848448 -3.825753 -0.852332
C: -0.590696 -3.321586 -1.506154
N: -1.911960 -3.928882 -1.078768
C: -2.380802 -5.018468 -2.033808
C: -4.002499 -4.967839 -2.438637
O: -1.547536 -5.970189 -2.530387
C: -1.833774 -4.553128 0.309941
C: -1.418096 -3.691944 1.681744
O: -2.142414 -5.854561 0.511699
C: -0.478636 -2.107794 -2.644728
C: -1.828199 -1.481996 -3.408429
O: -2.869390 -2.250054 -3.797250
H: -4.823133 5.397325 -3.055584
H: -4.860907 5.300682 -4.965052
H: -5.483488 6.874533 -4.075434
H: -3.076198 7.706388 -3.630459
H: -2.913793 6.698822 -5.321292
H: -1.093781 6.290264 -3.130734
H: -2.376757 5.010178 -2.599891
H: -4.094418 3.286189 -3.857459
H: 1.106251 4.267173 -5.320133
H: 1.648762 2.496320 -5.816284
H: 3.421699 2.841775 -4.221972
H: 2.085015 2.121430 -3.102372
H: 4.601729 0.869755 -0.039688
H: 3.743734 -0.802183 0.235960
H: 2.844463 0.670899 -0.691940
H: 3.745391 -3.072872 0.458770
H: 4.653835 -3.451514 -1.160620
H: 3.667289 -4.836701 -0.339153
H: 0.929898 -4.697550 -0.041514
H: -4.500591 -4.029106 -1.898379
H: -4.568749 -5.967924 -2.120367
H: -4.165996 -4.796109 -3.588133
H: -0.736943 -4.406670 2.336060
H: -2.391563 -3.446037 2.327115
H: -0.804403 -2.729165 1.409766
Al: 1.522471 -0.016436 0.471152
Br: -2.492633 0.786192 1.842761
Br: 4.811895 -2.206199 1.589501
N: -4.887662 -8.357947 2.690812
C: -3.712307 -7.862895 2.244921
C: -2.484372 -8.458003 2.486100
C: -2.456780 -9.630711 3.233423
C: -3.650630 -10.164092 3.708125
C: -4.829294 -9.498531 3.412002
H: -3.785860 -6.944659 1.669515
H: -1.571681 -8.017592 2.101017
H: -1.512932 -10.125126 3.444033
H: -3.662836 -11.076267 4.293834
H: -5.787486 -9.877041 3.756833
Cl: -6.970428 0.966004 -0.716566
Li: 0.871584 -2.353064 -5.507316
C: 8.315381 7.124162 1.068965
O: 8.309884 6.224943 1.943711
O: 7.305301 6.965680 0.225599
O: 9.084466 8.093164 0.880853
H: 7.001063 6.168548 0.705155
O: -3.375515 -3.071564 4.100711
C: -3.091191 -3.347429 5.264128
O: -1.849068 -3.114445 5.737382
C: -1.469105 -3.220631 7.122530
C: -1.107103 -4.649410 7.475851
C: -4.093005 -4.026481 6.153266
H: -2.242314 -2.807277 7.776196
H: -0.585784 -2.585882 7.250460
H: -1.958245 -5.324816 7.349433
H: -0.763957 -4.716192 8.512674
H: -0.312566 -5.017436 6.817905
H: -4.059021 -5.104771 5.972220
H: -5.088791 -3.649074 5.907202
H: -3.947638 -3.827245 7.210730
F: 3.274048 8.315538 1.021886
Li: 6.672968 3.046216 -1.606864

Cartesian forces, eV/Å:
0.423 -0.179 -0.038
-0.660 -0.952 -0.361
-0.196 2.544 0.685
-0.796 -4.494 2.135
0.023 -1.993 0.334
2.967 -2.012 -0.181
4.474 2.072 -2.069
1.654 1.064 0.156
0.324 1.651 -0.009
-1.861 1.434 0.179
-3.110 -1.402 0.872
0.215 -1.090 -0.232
0.002 -0.142 -0.800
-0.586 -0.840 -1.611
-3.178 -2.182 2.727
4.622 -1.543 -0.033
-0.589 -0.024 -0.853
3.264 2.591 -1.396
-2.971 1.317 0.537
1.826 3.020 -0.673
-4.444 -0.788 0.339
1.683 -5.274 2.015
3.199 1.982 1.665
-3.226 -4.104 -2.142
-1.679 3.371 -1.270
-0.427 4.024 -0.759
2.623 -0.208 3.453
-0.966 -6.185 -0.355
1.160 1.935 2.793
-3.750 0.438 -3.415
2.204 -4.312 -2.356
-0.195 -2.134 2.649
0.761 1.410 -4.834
-2.171 3.689 1.490
-3.565 -0.780 -1.208
3.431 -4.409 -0.554
3.347 5.249 -0.713
0.309 2.134 5.079
1.217 1.686 -1.636
-5.146 -1.703 4.728
-0.055 -1.969 1.367
-2.907 -1.322 0.763
0.692 2.453 3.107
-1.561 0.414 2.142
-3.147 -2.798 -2.218
2.334 1.235 -1.063
-2.041 -0.264 1.046
-0.669 -0.033 -1.068
-1.806 -0.672 -1.935
-0.276 2.886 -2.595
4.006 0.946 -0.442
2.700 -1.348 0.339
2.024 -5.274 -3.617
0.008 0.553 0.709
-5.181 6.819 3.340
-0.947 -5.358 2.653
0.106 -0.383 -0.734
1.645 8.160 -2.050
1.741 -0.324 0.535
-3.602 -1.838 -1.559
6.703 4.540 2.716
0.260 1.376 -1.918
0.310 1.497 1.897
1.605 -1.683 0.029
-0.031 -2.240 -1.130
-0.204 0.304 2.714
-1.803 -1.556 -0.950
0.579 0.898 -2.017
2.663 -1.373 -0.144
-0.164 -2.217 0.945
-1.068 1.545 1.963
-2.259 0.700 1.088
0.585 2.110 -0.742
-1.834 -1.765 -0.781
0.501 0.938 -0.994
2.305 -0.468 -0.955
-0.418 -1.387 -1.904
-2.132 -0.195 0.933
-0.428 2.363 -0.528
-0.429 2.143 -2.023
1.198 -2.186 -1.064
1.601 2.193 -0.606
0.780 -0.467 2.248
-1.495 1.400 -1.555
2.101 -0.425 -1.622
-1.424 -1.778 0.547
-1.200 -0.663 0.925
-1.179 -2.579 -1.662
1.009 1.437 2.034
0.873 -0.528 0.257
-0.962 -0.109 0.187
0.044 -0.266 0.189
-0.007 0.028 -0.009
0.204 0.109 -0.091
-0.155 0.754 -0.470
0.088 -0.167 0.097
-0.140 0.008 -0.006
-0.101 0.046 -0.022
-0.024 0.077 -0.053
0.090 -0.006 -0.002
0.171 -0.226 -0.332
0.255 0.271 0.383
1.836 1.606 0.421
1.020 -0.161 0.867
-1.464 -0.698 -1.339
-0.358 -1.042 0.552
-1.031 0.115 -0.602
0.870 -0.348 1.908
-0.447 0.107 -1.331
-0.055 0.414 -0.480
0.055 -0.229 0.170
-0.071 -0.258 -0.080
-0.443 0.317 0.272
-0.023 -0.105 -0.150
-0.229 -0.017 -0.315
0.051 0.113 0.109
-0.034 0.036 -0.133
-0.056 0.153 0.135
-0.009 0.148 0.013
0.189 -0.206 -0.203
0.166 -0.165 0.069
0.646 0.893 -0.650
-0.355 0.125 0.133

* HOMO: -6.90 eV
* Kohn-Sham gap: 1.19 eV
* multiplicity: 1
* net charge: 0